60
Properties=species:S:1:pos:R:3:forces:R:3:mulliken_charge:R:1 method="wB97M-V/def2-TZVPD" homo_ev=-11.89 lumo_energy_ha=-0.1689 total_charge=+1 total_energy_ha=-1648.1134
Cl 3.566 5.486 0.298 -0.308 -3.629 -1.882 -0.080
O -2.446 -3.161 1.244 -0.217 -0.048 0.247 -0.474
O 2.100 4.520 -4.533 -3.579 -1.799 11.698 -0.388
N 4.256 1.445 -1.123 -0.978 2.688 0.265 0.384
N 1.424 3.837 -1.953 1.581 2.019 -5.790 -0.888
N 2.560 3.156 -1.458 4.513 -2.797 1.471 0.640
N 6.624 0.452 -1.414 -2.667 -5.322 1.185 -0.398
C -5.955 0.380 3.916 0.669 0.630 0.264 -0.404
C -5.334 1.030 2.522 -0.486 -1.310 -0.281 -0.609
C -4.994 0.913 5.159 -0.044 -0.046 -0.960 -0.824
C -0.711 0.903 -0.331 -0.650 -0.322 -0.126 -0.612
C 4.724 2.597 -0.261 -5.165 2.398 -2.528 -0.159
C 4.422 -1.230 -0.863 4.667 -0.577 -0.538 -0.095
C -3.980 0.205 1.996 -0.832 0.690 0.290 -0.400
C 2.966 1.723 -1.863 2.149 2.054 2.189 0.269
C -2.110 -4.153 -0.920 0.045 0.008 -0.249 -1.069
C -2.012 -0.021 0.162 -0.589 0.982 0.003 -0.063
C -0.407 0.719 -1.965 0.808 0.213 0.229 -0.631
C 5.168 0.199 -1.147 0.552 -3.540 -0.078 0.110
C 2.200 0.697 -2.894 0.679 -0.469 0.017 -0.775
C 7.029 -2.326 -1.098 -3.650 3.587 -0.100 -0.335
C -3.250 0.954 0.706 0.116 -0.824 0.243 -0.695
C 0.985 -0.165 -2.199 -0.572 0.212 0.227 -0.074
C 3.578 3.778 -0.485 2.541 -4.470 -0.375 -0.026
C 7.485 -0.778 -1.383 -2.332 -1.203 0.653 -0.090
C 5.398 -2.578 -0.836 2.452 4.139 -0.900 -0.367
C -1.466 -3.714 0.379 -0.372 -0.276 -0.030 -0.101
C 1.741 4.290 -3.240 2.432 -0.665 -5.574 0.827
H -5.571 0.992 6.182 1.350 -0.325 -2.082 0.298
H -3.245 0.143 2.909 -1.169 0.032 -1.914 0.248
H 3.283 -1.400 -0.649 2.496 0.781 -0.495 0.167
H -6.152 0.856 1.691 1.616 0.751 1.497 0.307
H -2.597 -3.306 -1.413 0.125 -0.062 0.071 0.241
H 5.004 -3.674 -0.649 0.724 2.634 -0.390 0.328
H 0.760 -1.106 -2.872 0.670 1.948 1.267 0.337
H 7.833 -3.178 -1.105 -1.878 1.852 0.032 0.310
H -1.366 -4.579 -1.600 -0.113 -0.034 0.002 0.344
H -0.192 1.772 -2.476 -0.758 -2.188 1.133 0.242
H -2.466 -0.634 -0.746 1.212 1.086 1.951 0.071
H -7.070 0.744 4.125 2.430 -0.845 -0.720 0.299
H 8.651 -0.611 -1.581 -3.008 -0.128 0.463 0.322
H -5.110 2.167 2.691 -0.471 -2.144 -0.470 0.275
H -0.905 2.043 -0.089 0.282 -2.351 -0.546 0.338
H -0.988 -4.559 0.885 0.182 -0.010 -0.132 0.356
H 1.846 1.266 -3.875 0.763 -0.995 2.309 0.389
H -3.112 -3.850 1.412 0.339 0.385 -0.045 0.284
H 5.700 2.635 0.384 -2.245 -0.294 -1.567 0.370
H -2.841 2.031 1.002 -0.908 -2.356 -0.490 0.296
H -0.706 -2.950 0.190 -0.153 0.045 0.167 0.079
H -1.329 0.203 -2.510 2.091 1.177 1.254 0.415
H -4.071 0.189 5.196 -1.759 1.495 0.356 0.203
H 3.019 -0.104 -3.226 -1.496 2.016 0.785 0.371
H -5.916 -0.802 3.841 -0.235 2.502 0.201 0.245
H 0.187 0.568 0.342 -1.372 0.692 -1.538 0.269
H 1.345 -0.529 -1.145 -0.619 0.558 -2.075 -0.172
H -4.337 -0.896 1.715 0.971 2.388 0.498 0.180
H -2.887 -4.902 -0.733 0.157 -0.017 -0.028 0.368
H -4.005 1.078 -0.186 1.299 -0.097 1.865 0.188
H -1.729 -0.746 1.038 -0.439 1.358 -1.859 0.147
H -4.595 1.982 4.836 -0.848 -2.179 0.931 0.212

=====

148
Properties=species:S:1:pos:R:3:forces:R:3:mulliken_charge:R:1 method="wB97M-V/def2-TZVPD" homo_ev=-7.38 lumo_energy_ha=-0.0062 relative_energy_kcal_mol=1.6 total_energy_ha=-9277.3926
Sb -0.408 -2.886 -0.547 -0.119 -0.531 -0.242 -0.461
Sn -0.815 0.334 0.284 0.043 0.547 -0.038 2.592
As 3.158 -0.404 0.972 -0.066 -0.095 0.056 1.097
As 1.203 0.130 3.585 -0.083 0.011 0.091 0.831
S -3.170 0.450 1.329 -0.058 -0.026 0.065 -0.770
S -6.204 -1.178 -0.954 0.024 -0.210 0.113 1.247
Si -1.401 2.185 -2.481 0.094 -0.167 0.059 -0.293
F -5.680 -4.654 -3.406 0.020 0.008 -0.005 -0.396
F 1.406 -8.833 0.382 0.014 -0.046 0.019 -0.362
F 3.476 -2.543 -5.436 0.062 -0.003 -0.067 -0.381
O -6.180 -1.301 -2.381 0.034 0.251 -0.065 -0.638
O -6.877 -2.187 -0.186 0.047 0.021 -0.096 -0.743
N -0.730 2.950 0.148 0.073 0.038 0.060 2.360
N -4.651 -1.017 -0.365 0.018 0.162 0.301 -0.091
C -3.274 -3.940 -0.823 0.080 0.027 -0.095 -0.337
C -3.579 -3.619 -3.562 0.090 0.081 -0.022 -0.742
C -4.436 -4.384 -1.436 -0.037 0.042 0.138 -0.866
C -1.916 3.756 0.563 0.237 0.003 0.014 -0.348
C 4.333 -2.914 0.309 -0.052 0.072 -0.025 -0.800
C 0.170 -4.938 -0.144 0.132 0.055 -0.047 0.666
C -7.116 2.853 0.772 -0.064 0.014 -0.044 -0.784
C 3.813 2.973 -1.387 0.010 0.012 0.044 -0.629
C 4.494 -1.542 0.108 0.010 -0.091 0.044 0.621
C -0.338 3.172 -1.262 -0.116 0.105 0.109 0.111
C 1.136 0.364 6.560 -0.019 0.012 0.014 -0.340
C 2.624 -2.611 -4.398 -0.029 -0.067 -0.019 -0.090
C -3.178 2.770 -2.578 -0.111 0.051 0.037 0.955
C 1.922 -6.621 -0.206 0.067 0.130 -0.022 -0.871
C -5.541 2.375 -2.958 0.107 -0.007 0.081 -0.697
C 3.779 1.349 0.409 -0.044 -0.001 -0.136 0.118
C 1.494 -5.311 -0.384 -0.037 0.047 0.056 -0.272
C 1.280 3.060 -5.557 -0.005 -0.022 0.003 -0.648
C 0.455 3.189 -6.667 -0.027 -0.008 0.025 -0.571
C -4.247 1.893 -2.772 -0.071 0.073 0.033 -0.177
C 0.472 0.550 5.352 0.017 0.048 0.036 0.288
C 0.390 3.215 1.076 -0.036 0.094 -0.090 -0.032
C -0.613 -2.074 3.377 0.084 0.040 0.002 -0.202
C -6.758 0.415 -0.409 -0.010 -0.052 0.115 0.233
C 4.776 3.520 0.747 -0.022 -0.002 -0.026 -0.853
C 1.775 -1.710 -2.374 -0.030 -0.056 -0.071 1.273
C 1.741 -3.675 -4.333 -0.061 -0.023 0.019 -0.988
C 0.731 2.746 -4.321 -0.035 -0.057 0.000 -0.134
C 3.925 -0.583 2.787 -0.089 0.144 0.150 -1.582
C -4.557 -4.226 -2.801 -0.032 0.036 -0.032 0.277
C -0.839 1.025 5.367 0.067 0.002 0.058 -0.387
C -1.216 0.431 -1.896 -0.311 -0.097 -0.022 -0.052
C -5.903 2.197 0.947 0.028 0.014 0.029 -0.410
C -0.715 -5.914 0.310 0.094 0.064 0.025 -0.591
C 4.435 2.260 1.228 0.006 0.030 -0.002 -0.653
C 4.467 3.878 -0.557 0.005 -0.015 -0.014 -0.742
C -2.225 -3.393 -1.565 -0.083 0.012 -0.031 0.653
C 1.618 -2.809 3.860 -0.008 -0.014 0.012 -0.370
C -4.549 0.049 0.356 0.087 0.012 -0.392 0.163
C 0.867 -3.745 -3.259 0.099 0.053 0.069 -0.119
C -3.453 4.145 -2.578 0.067 -0.029 -0.112 -0.507
C 3.137 0.054 3.945 0.042 -0.166 -0.218 -1.505
C 6.430 -2.001 -1.252 -0.024 -0.031 0.016 -0.749
C -0.647 2.557 -4.162 0.069 0.014 -0.110 0.530
C 5.216 -3.821 -0.256 0.023 0.019 -0.065 -0.543
C 0.729 -1.768 3.614 -0.070 -0.057 -0.044 0.552
C -1.456 2.687 -5.295 0.051 0.004 0.034 -0.444
C -8.142 2.280 0.024 0.033 0.031 0.009 -0.511
C -1.560 5.057 1.303 0.064 -0.021 -0.046 -0.953
C -4.742 4.629 -2.735 0.061 -0.002 -0.007 -0.734
C -0.152 -4.423 3.615 -0.018 0.057 -0.021 -0.502
C 1.182 -4.131 3.852 -0.012 0.022 -0.028 -0.731
C -0.816 1.089 7.770 0.002 -0.007 -0.008 -0.447
C 3.466 1.722 -0.902 0.022 0.020 0.095 0.464
C 6.267 -3.363 -1.042 0.002 0.020 0.012 -0.621
C -5.791 3.739 -2.926 -0.053 -0.071 -0.001 -0.677
C -1.053 -3.388 3.387 0.012 -0.066 -0.020 -0.635
C 2.667 -1.627 -3.437 0.005 0.105 0.121 -0.963
C 0.902 4.660 1.019 -0.065 -0.003 -0.025 -0.477
C 0.867 -2.759 -2.269 -0.036 -0.012 0.066 -0.251
C 5.549 -1.091 -0.676 -0.044 0.013 -0.023 -0.567
C -0.248 5.663 0.814 -0.023 -0.094 0.047 -0.978
C -2.409 -3.205 -2.934 -0.058 -0.096 0.079 -0.554
C -0.306 -7.229 0.493 -0.080 0.032 0.039 -0.701
C -1.485 1.286 6.569 0.036 -0.003 -0.006 -0.726
C 0.496 0.634 7.763 0.008 0.005 -0.026 -0.712
C -7.976 1.037 -0.578 0.029 -0.019 -0.059 -0.644
C 1.006 -7.556 0.222 -0.020 -0.009 0.018 0.268
C -0.913 2.997 -6.535 0.016 -0.020 -0.004 -0.714
C -5.739 0.961 0.349 0.010 -0.102 -0.036 0.153
H -0.256 4.235 -1.522 0.025 -0.058 0.054 0.170
H 4.688 1.993 2.247 0.002 -0.002 -0.006 0.220
H -4.927 5.698 -2.721 0.006 -0.040 -0.005 0.433
H -6.802 4.109 -3.055 0.044 -0.022 -0.001 0.404
H -1.363 1.188 4.431 -0.024 0.002 -0.011 0.397
H 2.660 -2.605 4.077 -0.080 -0.024 0.032 0.235
H 5.684 -0.029 -0.848 0.029 -0.023 0.019 0.364
H -6.348 1.675 -3.120 -0.046 -0.042 -0.007 0.566
H -2.529 2.549 -5.206 0.044 0.025 -0.008 0.346
H 1.203 2.523 0.847 0.016 -0.069 0.023 -0.495
H -2.542 3.147 1.210 -0.071 -0.187 0.053 -0.182
H -0.991 -7.996 0.834 0.019 0.035 -0.016 0.465
H -7.268 3.825 1.227 0.002 -0.046 -0.016 0.420
H 3.941 -1.666 2.902 0.067 -0.008 -0.005 0.729
H 5.288 4.223 1.393 -0.014 -0.013 0.002 0.400
H -2.102 -3.605 3.218 0.025 0.016 -0.010 0.424
H -8.765 0.578 -1.163 0.023 0.032 0.037 0.479
H 3.391 -0.824 -3.514 -0.035 -0.033 -0.025 0.638
H 3.374 -0.467 4.872 -0.043 -0.048 0.069 0.537
H 3.500 -3.273 0.909 0.023 -0.023 -0.005 0.460
H 4.737 4.859 -0.929 -0.014 -0.024 0.008 0.378
H 0.879 3.440 -7.631 -0.004 -0.013 0.003 0.388
H 1.749 -4.428 -5.110 0.019 0.024 0.022 0.507
H 0.043 2.962 2.080 -0.015 0.000 0.011 0.505
H 6.957 -4.068 -1.491 -0.028 0.023 0.006 0.414
H -0.323 0.000 -2.364 -0.061 0.012 0.007 -0.261
H 3.573 3.248 -2.407 0.009 -0.004 0.012 0.437
H -1.642 -2.729 -3.531 0.050 -0.024 -0.024 0.458
H -5.257 -4.809 -0.871 0.064 0.060 -0.032 0.417
H 2.211 -4.574 -0.729 -0.010 -0.039 -0.042 0.517
H 1.417 4.864 1.961 0.026 0.013 -0.032 0.592
H -9.081 2.807 -0.090 0.025 0.000 0.003 0.416
H 1.800 -0.940 -1.613 -0.001 -0.004 0.066 -0.560
H 2.158 0.003 6.574 -0.043 -0.013 0.017 0.279
H -4.088 0.818 -2.788 0.020 0.030 -0.002 0.394
H -1.327 -1.276 3.193 -0.010 -0.019 -0.023 0.222
H -2.384 5.763 1.175 -0.011 -0.012 0.035 0.483
H -2.067 -0.204 -2.173 0.046 0.021 0.023 0.066
H -1.744 -5.666 0.528 -0.079 0.004 -0.045 0.278
H 5.080 -4.884 -0.095 0.004 0.025 0.017 0.416
H 2.349 3.202 -5.656 -0.024 0.003 -0.003 0.433
H -3.737 -3.473 -4.624 0.006 -0.010 0.066 0.452
H -0.490 -5.451 3.608 0.000 0.001 -0.004 0.374
H 1.887 -4.932 4.037 -0.006 0.015 0.003 0.434
H 1.021 0.483 8.699 -0.011 0.006 -0.032 0.401
H -2.506 1.647 6.566 0.013 -0.015 0.001 0.416
H -5.106 2.632 1.537 -0.008 -0.016 -0.033 0.459
H 0.669 2.746 -1.385 -0.028 0.077 0.030 -1.071
H -3.209 -3.993 0.258 0.008 -0.066 0.013 0.513
H 1.646 4.761 0.226 -0.009 0.001 0.022 -0.063
H -2.635 4.856 -2.471 -0.064 -0.039 0.023 0.339
H 0.195 -4.592 -3.184 -0.034 0.023 -0.018 0.557
H -0.342 5.929 -0.242 0.010 0.000 0.023 0.231
H -2.501 3.972 -0.325 0.022 -0.005 -0.028 -0.069
H -1.560 3.092 -7.399 0.021 0.002 0.024 0.422
H 2.949 1.015 -1.546 -0.010 0.064 -0.032 0.062
H 7.248 -1.643 -1.865 -0.020 0.001 0.011 0.413
H 4.965 -0.261 2.788 0.077 0.072 -0.060 0.762
H -1.479 4.861 2.377 -0.008 0.007 -0.026 0.408
H 2.945 -6.916 -0.405 -0.039 0.002 0.006 0.490
H -0.041 6.591 1.350 -0.001 0.002 -0.037 0.550
H 3.413 1.099 4.087 0.089 0.068 -0.021 0.546
H -1.316 1.291 8.710 0.020 0.000 -0.034 0.364
H 1.397 2.644 -3.467 -0.045 0.018 -0.050 0.036

=====

58
Properties=species:S:1:pos:R:3:forces:R:3:mulliken_charge:R:1 method="wB97M-V/def2-TZVPD" homo_ev="-9.20 / -9.20" lumo_energy_ha="-0.1004 / -0.1005" relative_energy_kcal_mol=5.5 total_energy_ha=-8197.9243
Mo -0.405 -0.561 0.619 -0.110 -0.136 0.172 -0.045
Br -5.043 0.285 -6.483 0.000 -0.004 0.004 -0.192
As 0.081 2.713 -0.374 -0.026 0.180 -0.125 0.638
S 2.605 0.671 1.410 0.045 0.128 0.020 0.970
S -1.375 0.373 2.612 -0.050 -0.029 0.123 -0.043
S 0.871 -1.633 -1.561 0.238 -0.054 -0.233 1.408
S -1.205 -2.466 1.702 0.050 0.123 0.009 0.382
O 2.256 -1.902 -1.350 -0.063 -0.003 -0.055 -0.669
O 0.518 -0.183 -1.212 0.077 0.097 -0.021 -0.100
O -3.435 -1.987 -0.199 0.001 0.015 0.000 -0.569
O 0.255 -2.043 -2.775 -0.041 0.007 0.025 -0.622
O -2.004 -0.274 -0.464 0.297 -0.062 -0.242 -0.313
O 2.633 1.347 0.134 0.015 -0.021 0.018 -0.669
O -0.172 1.398 0.682 -0.019 -0.134 0.096 0.359
O 1.659 -2.855 1.973 0.000 0.005 -0.055 -0.629
O 2.361 1.507 2.552 -0.020 0.000 0.008 -0.654
O 0.057 -2.218 -0.329 -0.055 -0.036 0.057 -0.549
N 1.560 -0.613 1.410 -0.065 -0.091 -0.169 0.670
N -3.369 -0.088 5.683 0.015 0.007 0.002 -0.404
N -3.114 -4.084 4.430 -0.003 -0.012 0.003 -0.424
C -2.642 -3.212 3.851 0.008 0.028 -0.007 -0.237
C -2.647 -0.106 -3.139 -0.021 0.009 0.004 0.096
C 4.055 -0.294 1.642 -0.104 -0.042 0.027 0.227
C -4.773 -1.105 -2.599 -0.014 -0.012 -0.014 -0.625
C -2.126 -0.826 3.547 0.060 -0.015 -0.070 0.694
C 4.634 -2.575 2.091 0.030 -0.006 0.002 -0.727
C -3.103 0.191 -4.413 -0.012 -0.004 0.004 -0.851
C -1.708 3.214 -0.830 0.023 -0.016 0.034 -1.065
C 2.209 -1.805 1.763 0.017 -0.042 0.147 0.454
C 5.371 0.119 1.668 0.013 0.056 -0.003 -0.579
C 3.683 -1.602 1.849 0.009 0.027 -0.016 0.098
C -2.813 -0.427 4.737 -0.035 -0.011 0.013 -0.255
C -4.405 -0.144 -4.754 0.009 0.008 -0.018 0.064
C 1.076 2.539 -2.006 0.018 -0.014 0.047 -1.110
C -3.483 -0.747 -2.231 0.100 0.024 -0.013 0.370
C -5.246 -0.792 -3.863 -0.013 -0.006 0.019 -0.488
C 0.874 4.036 0.745 -0.024 -0.042 0.002 -1.149
C 5.966 -2.186 2.114 -0.013 0.001 -0.002 -0.527
C -2.052 -2.126 3.130 -0.020 0.057 0.077 0.559
C -2.987 -1.092 -0.868 -0.289 0.069 0.143 0.170
C 6.330 -0.857 1.905 -0.005 -0.011 0.003 -0.581
H -2.110 2.448 -1.493 -0.022 -0.006 0.013 0.215
H -1.626 0.119 -2.855 -0.018 -0.004 -0.018 0.472
H 1.651 1.624 -1.973 0.031 0.019 -0.018 0.220
H -2.295 3.249 0.085 -0.016 0.015 -0.012 0.351
H -2.458 0.667 -5.137 0.001 -0.002 0.000 0.461
H 1.737 3.403 -2.057 -0.011 0.009 0.006 0.497
H -1.714 4.184 -1.324 0.015 -0.009 -0.019 0.466
H 1.903 3.737 0.931 0.000 0.005 0.032 0.314
H 7.376 -0.581 1.926 0.000 0.003 -0.001 0.405
H 0.831 5.006 0.252 0.000 -0.014 -0.026 0.461
H 0.378 2.543 -2.840 -0.022 -0.047 0.015 0.405
H -6.253 -1.050 -4.156 -0.002 -0.003 -0.002 0.438
H 4.331 -3.601 2.246 0.000 -0.001 0.002 0.516
H 6.737 -2.924 2.293 0.001 0.000 0.000 0.405
H 0.320 4.059 1.681 0.020 0.001 0.010 0.353
H -5.399 -1.626 -1.888 -0.002 -0.002 0.000 0.470
H 5.645 1.153 1.508 -0.001 -0.002 -0.002 0.469